1.
Molecular formula: C6H6
Method: DFT, wB97M-V/def2-TZVPD

Structure (XYZ):
```
12
Properties=species:S:1:pos:R:3:mulliken_charge:R:1
C -0.95 -2.01 1.02 -0.179
C -1.62 -1.20 0.18 -0.908
C -0.47 -0.26 -0.04 0.494
C -0.16 0.73 -0.92 -0.091
C -0.19 -0.84 1.26 -0.317
C 1.17 1.37 -0.91 -0.778
H -1.25 -2.89 1.59 0.345
H -0.83 0.87 -1.70 0.464
H 0.14 -0.31 2.26 0.256
H 0.88 2.49 -0.99 0.226
H 1.71 1.07 -1.85 0.243
H 1.58 0.99 0.09 0.244
```

Calculated values
Highest occupied orbital energy in eV: -8.3
Total energy in a.u.: -232.01069
Lowest unoccupied orbital energy in eV: 0.42
ΔE to the lowest compared entry with this formula, charge and spin in kcal/mol: 135.3
Total charge: 0
HOMO-LUMO gap in eV: 8.771

2.
Molecular formula: C6H6
Method: DFT, wB97M-V/def2-TZVPD

Structure (XYZ):
```
12
Properties=species:S:1:pos:R:3:nbo_charge:R:1
C -1.86 -1.15 -2.21 -0.238
C -1.38 -0.93 -1.12 -0.008
C -0.81 -0.64 0.20 -0.495
C -0.14 0.71 0.25 -0.270
C 1.00 0.89 0.86 0.097
C 2.24 0.99 1.27 -0.489
H -2.30 -1.36 -3.16 0.236
H -0.09 -1.42 0.47 0.245
H -1.62 -0.68 0.94 0.241
H 2.99 0.82 0.50 0.223
H -0.60 1.55 -0.27 0.233
H 2.56 1.23 2.27 0.224
```

Calculated values
Highest occupied orbital energy in eV: -9.6
Total energy in a.u.: -232.08996
Lowest unoccupied orbital energy in eV: 0.98
ΔE to the lowest compared entry with this formula, charge and spin in kcal/mol: 85.6
Total charge: 0
HOMO-LUMO gap in eV: 10.624

3.
Molecular formula: C6H6
Method: DFT, wB97M-V/def2-TZVPD

Structure (XYZ):
```
12
Properties=species:S:1:pos:R:3:nbo_charge:R:1
C -0.11 -0.47 0.06 -0.484
C 3.94 -0.38 0.17 -0.224
C -1.44 0.10 0.21 0.024
C -2.11 1.08 0.84 -0.360
C 1.15 -0.59 0.17 0.275
C -1.39 -1.19 -0.41 -0.335
H -3.24 1.22 0.68 0.227
H -1.54 1.94 1.28 0.228
H 4.27 0.61 0.16 0.063
H 3.85 -0.78 -0.93 0.093
H -1.41 -1.20 -1.61 0.243
H -1.59 -2.14 0.06 0.249
```

Calculated values
Highest occupied orbital energy (alpha / beta) in eV: -8.4 / -8.3
Total energy in a.u.: -231.81528
Lowest unoccupied orbital energy (alpha / beta) in eV: -0.58 / -0.62
ΔE to the lowest compared entry with this formula, charge and spin in kcal/mol: 257.9
Total charge: 0
HOMO-LUMO gap (alpha / beta) in eV: 7.828 / 7.729

4.
Molecular formula: C6H6BNO2
Method: DFT, wB97M-V/def2-TZVPD

Structure (XYZ):
```
16
Properties=species:S:1:pos:R:3:nbo_charge:R:1
B 1.98 0.15 -1.03 0.063
C -1.80 -1.10 -0.47 -0.157
C -2.03 -0.36 0.69 -0.216
C -0.61 -0.89 -1.12 -0.216
C -1.06 0.44 1.30 -0.182
C 0.43 -0.12 -0.63 -0.122
C 0.16 0.50 0.65 0.007
N 1.30 1.24 1.05 0.506
O 1.48 1.89 2.08 -0.296
O 2.27 1.20 0.12 -0.334
H 2.49 0.36 -2.06 0.010
H 2.76 -0.79 -0.80 0.022
H -2.59 -1.61 -1.09 0.233
H -2.96 -0.60 1.20 0.220
H -0.50 -1.13 -2.15 0.219
H -1.31 0.82 2.26 0.244
```

Calculated values
Highest occupied orbital energy (alpha / beta) in eV: -9.3 / -9.3
Total energy in a.u.: -462.19203
Lowest unoccupied orbital energy (alpha / beta) in eV: -1.78 / -1.78
ΔE to the lowest compared entry with this formula, charge and spin in kcal/mol: 0.0
Total charge: 0
HOMO-LUMO gap (alpha / beta) in eV: 7.513 / 7.511

5.
Molecular formula: C6H6BO5
Method: DFT, wB97M-V/def2-TZVPD

Structure (XYZ):
```
18
Properties=species:S:1:pos:R:3:nbo_charge:R:1
B 1.53 -1.00 0.07 0.992
C -1.48 1.96 0.09 -0.344
C -1.32 0.84 -0.85 -0.275
C -0.66 1.99 1.12 0.156
C -0.75 -0.26 -0.39 -0.100
C -0.39 -1.50 -1.26 0.774
C 0.13 -0.26 0.84 -0.172
O 0.75 -2.00 -1.00 -0.644
O -1.23 -1.93 -2.05 -0.682
O 0.29 1.03 1.36 -0.516
O 2.13 -1.98 0.99 -0.940
O 2.28 -0.16 -0.70 -0.921
H -2.15 2.70 -0.17 0.205
H -1.68 0.72 -1.91 0.230
H -0.40 2.78 1.72 0.173
H -0.40 -1.04 1.67 0.126
H 1.41 -2.59 1.15 0.463
H 1.94 0.71 -0.68 0.475
```

Calculated values
Highest occupied orbital energy in eV: -4.2
Total energy in a.u.: -633.42054
Lowest unoccupied orbital energy in eV: 3.53
ΔE to the lowest compared entry with this formula, charge and spin in kcal/mol: 6.0
Total charge: -1
HOMO-LUMO gap in eV: 7.747

6.
Molecular formula: C6H6Br4N2
Method: DFT, wB97M-V/def2-TZVPD

Structure (XYZ):
```
18
Properties=species:S:1:pos:R:3:nbo_charge:R:1
C 0.71 1.07 -1.36 -0.176
C 1.19 1.07 2.14 -0.172
C 1.48 1.59 -0.37 -0.168
C 1.24 1.40 0.98 -0.076
C -0.35 0.17 -0.97 -0.362
C -1.38 0.34 -0.15 0.147
N -2.09 -2.02 -0.26 -0.631
N -2.33 -0.63 -0.02 -0.496
Br 2.99 2.64 -0.76 0.084
Br 3.67 -1.91 1.00 0.016
Br 1.43 -2.12 0.52 -0.020
Br -1.76 1.94 0.86 0.072
H 0.96 1.14 -2.34 0.222
H 1.34 1.09 3.18 0.236
H -0.45 -0.86 -1.53 0.221
H -2.07 -2.14 -1.27 0.351
H -1.28 -2.28 0.24 0.354
H -3.30 -0.49 0.10 0.398
```

Calculated values
Highest occupied orbital energy in eV: -8.0
Total energy in a.u.: -10637.62311
Lowest unoccupied orbital energy in eV: -1.62
ΔE to the lowest compared entry with this formula, charge and spin in kcal/mol: 0.0
Total charge: 0
HOMO-LUMO gap in eV: 6.383

7.
Molecular formula: C6H6BrClO
Method: DFT, wB97M-V/def2-TZVPD

Structure (XYZ):
```
15
Properties=species:S:1:pos:R:3:nbo_charge:R:1
C 0.25 -0.75 0.10 -0.078
C -0.28 0.43 0.41 -0.138
C -1.14 0.90 -0.64 0.597
C -0.25 -1.47 -1.09 -0.303
C -1.34 -0.55 -1.68 -0.340
C 0.12 1.03 1.72 -0.649
O -1.77 1.91 -0.82 -0.499
Cl -1.02 -2.96 -0.62 -0.019
Br -1.07 -0.16 -3.58 0.031
H 0.91 -1.04 0.78 0.205
H 0.49 -1.58 -1.90 0.251
H -2.31 -0.92 -1.40 0.236
H 0.23 0.27 2.52 0.230
H -0.79 1.73 1.94 0.236
H 1.03 1.70 1.75 0.238
```

Calculated values
Highest occupied orbital energy in eV: -9.4
Total energy in a.u.: -3341.61825
Lowest unoccupied orbital energy in eV: -0.19
ΔE to the lowest compared entry with this formula, charge and spin in kcal/mol: 0.0
Total charge: 0
HOMO-LUMO gap in eV: 9.233

8.
Molecular formula: C6H6BrIS
Method: DFT, wB97M-V/def2-TZVPD

Structure (XYZ):
```
15
Properties=species:S:1:pos:R:3:nbo_charge:R:1
C 0.38 1.11 -2.40 -0.418
C 0.00 -0.37 -0.39 -0.009
C 0.87 0.90 -1.23 -0.205
C -0.83 -0.88 -1.34 -0.333
C -0.45 0.08 2.04 -0.589
C 0.33 -0.74 1.07 -0.461
S -0.90 -0.07 -2.89 0.374
Br -2.03 -2.31 -1.15 0.104
I 2.35 2.07 -0.34 0.186
H 0.61 1.92 -3.12 0.253
H -1.60 -0.02 2.20 0.223
H -0.18 1.12 1.98 0.215
H -0.03 -0.44 3.09 0.196
H 0.13 -1.77 1.08 0.226
H 1.35 -0.61 1.41 0.235
```

Calculated values
Highest occupied orbital energy in eV: -8.8
Total energy in a.u.: -3502.04225
Lowest unoccupied orbital energy in eV: 0.34
ΔE to the lowest compared entry with this formula, charge and spin in kcal/mol: 0.0
Total charge: 0
HOMO-LUMO gap in eV: 9.188